# 1
A structure of composition C17H25AuF5NO3P2, computed with ωB97M-V with the def2-TZVPD basis set.

The calculation puts the HOMO-LUMO gap (spin up / spin down) at 0.2141 / 0.1444 Eh. The expectation value of S² is 2.06. The spin multiplicity is 3. The strongest force on any atom is 3.41 eV/A. The calculation puts the LUMO energy (spin up / spin down) at -0.02 / -2.41 eV. As for the energy above the lowest of the compared OMol25 structures with the same formula, charge and spin: 0.00 kcal/mol.

Geometry as XYZ:
```
54
C17H25AuF5NO3P2, DFT ωB97M-V with the def2-TZVPD basis set
C -0.76045 0.87515 -4.48135
C -0.84403 0.40214 -3.13145
N 0.17190 0.82112 -2.27620
C 0.87123 1.92861 -2.52768
C 0.84848 2.52793 -3.79845
C 0.02006 1.97359 -4.77701
C -1.99318 -0.20658 -2.61501
P -2.06566 -0.66727 -0.90148
Au -0.02428 0.01620 0.05956
P 1.91518 1.35418 0.01766
C 1.66734 2.54844 -1.36227
O -0.44446 -3.36761 -3.66376
O 0.15397 -3.77463 -0.78876
H -1.45227 0.44860 -5.20287
H 1.41805 3.43893 -3.96912
H -0.02079 2.42017 -5.76454
C -3.44068 0.49957 -0.63096
C -2.72748 -2.28262 -0.35059
H 2.66252 2.85397 -1.71650
H 1.15684 3.43463 -0.93390
H -0.98706 -2.69895 -3.25316
H -2.57461 -0.78709 -3.34189
C 2.21929 2.34921 1.49094
C 3.46773 0.51746 -0.43451
H 1.08483 -1.49949 -0.04415
H 0.75522 -4.44100 -0.38289
H 0.30566 -3.96793 -1.73197
H 0.27924 -2.81657 -4.09683
H -0.77261 1.46461 0.33478
H 1.68862 -1.10683 0.21053
H -4.34439 0.15674 -1.16135
H -3.57370 0.52172 0.44951
H -3.13806 1.48074 -1.02735
H -3.62099 -2.58495 -0.92182
H -1.95491 -3.06859 -0.40176
H -3.01122 -2.11842 0.70403
H 4.32640 1.21377 -0.47490
H 3.62950 -0.22936 0.35532
H 3.36885 0.00110 -1.40444
H 3.16463 2.91687 1.42810
H 1.36638 3.03109 1.64929
H 2.26643 1.62217 2.31603
F 0.16679 0.27883 7.50997
C 0.06626 -0.05187 6.20941
C -0.25702 0.91733 5.25088
F -0.42231 2.20095 5.65644
C -0.41818 0.53046 3.93228
F -0.73256 1.44729 2.98341
C -0.25272 -0.82626 3.48215
O -0.36907 -1.17263 2.26460
C 0.09375 -1.76895 4.51022
F 0.28666 -3.05449 4.16105
C 0.24282 -1.38722 5.82774
F 0.53807 -2.31428 6.76500
```



# 2
A structure of composition C17H25Be2Br2F2LiNO13S, computed with ωB97M-V with the def2-TZVPD basis set.

The calculation puts the HOMO-LUMO gap at 0.0603 Eh. As for the net charge: -1. The strongest force on any atom is 2.51 eV/A. The calculation puts the LUMO energy at -2.77 eV.

Geometry as XYZ:
```
64
C17H25Be2Br2F2LiNO13S, DFT ωB97M-V with the def2-TZVPD basis set
C 3.11248 -3.32622 -1.59022
C 2.44236 -2.15236 -2.25625
F 3.33885 -1.45862 -2.96939
O 1.88902 -1.31024 -1.18320
S 0.62069 -0.54138 -1.61510
O 0.72969 0.85425 -1.18340
O -0.67962 -1.09322 -0.73321
C -1.20936 -2.22404 -1.36217
C -0.64723 -3.47254 -1.27485
C -1.21151 -4.55808 -1.93053
N -2.30704 -4.43826 -2.67750
C -2.82671 -3.22050 -2.76121
C -2.35507 -2.09011 -2.13001
H 4.14181 -3.03625 -1.37660
H 3.01094 -4.20744 -2.21517
H 2.59881 -3.54986 -0.61576
H 1.63710 -2.47265 -2.92085
H 0.25560 -3.62442 -0.69472
H -0.73246 -5.52096 -1.83751
H -3.70592 -3.11136 -3.38579
H -2.84846 -1.13494 -2.23798
Li -0.74228 1.47045 -2.38854
C -0.38089 5.48118 -1.52959
C -1.24419 6.24580 -2.51432
O -0.92568 5.58218 -3.76157
C -0.46611 4.36369 -3.45449
O -0.27628 3.45056 -4.20300
O -0.25327 4.22049 -2.14565
H -0.85363 5.40032 -0.52329
H 0.61433 5.90063 -1.45438
H -2.30939 6.13005 -2.31404
H -1.00402 7.30391 -2.56632
Br -2.46780 3.91270 -0.42554
Be -0.08125 4.27266 1.02098
C -0.62841 -0.89002 2.14368
O -0.64560 0.01993 3.24287
C -1.84599 -0.03044 3.98886
C -1.67088 -0.81436 5.27170
O -1.43601 -2.18425 5.01703
C -0.07512 -2.55914 5.13429
H 0.39050 -0.93991 1.76443
H -0.94254 -1.89059 2.44824
H -1.28569 -0.52895 1.35574
H -2.66089 -0.45279 3.39264
H -2.11233 1.00338 4.24246
H -2.59709 -0.75015 5.85442
H -0.86136 -0.38348 5.87116
H 0.22682 -2.58159 6.18860
H 0.57951 -1.88024 4.58372
H 0.02872 -3.55906 4.71832
F 4.81686 -1.04646 -1.22511
Br 2.11857 -5.45652 0.22486
Be -0.09684 5.64033 3.30223
C 4.21922 4.11867 -1.16008
C 2.80169 4.68585 -1.13489
O 2.19494 4.53384 -0.00190
O 2.39194 5.22155 -2.15928
H 4.49018 3.66816 -0.20860
H 4.28553 3.36076 -1.93831
H 4.92198 4.91975 -1.38601
C -2.83755 -4.83986 1.40641
O -1.87247 -5.46467 0.95336
O -3.97863 -5.33910 1.57477
O -2.78257 -3.62603 1.74558
```



# 3
A structure of composition C17H25BiN6O4STe, computed with ωB97M-V with the def2-TZVPD basis set.

The calculation puts the HOMO-LUMO gap at 0.2727 Eh. As for the net charge: +2. The strongest force on any atom is 0.41 eV/A. The calculation puts the LUMO energy at -5.75 eV. As for the energy above the lowest of the compared OMol25 structures with the same formula, charge and spin: 1.94 kcal/mol.

Geometry as XYZ:
```
55
C17H25BiN6O4STe, DFT ωB97M-V with the def2-TZVPD basis set
Bi -0.46299 -0.91170 -2.74483
N -0.22462 0.03025 -0.54733
C 0.91575 -0.60514 0.16531
C 0.81242 -0.45415 1.68593
C 2.11435 -0.83100 2.43350
C 2.01747 -2.09002 3.29419
N 1.25980 -1.92296 4.54607
C 1.74925 -1.43299 5.67785
N 0.97284 -1.33886 6.75939
N 3.01308 -1.01841 5.74707
C 1.01374 -2.08383 -0.26539
O 1.64632 -2.85407 0.42191
O 0.42087 -2.38397 -1.38281
H -0.16215 1.04328 -0.49520
H -1.10574 -0.23740 -0.10935
H 1.82080 -0.10124 -0.18371
H -0.03217 -1.06445 2.02592
H 0.55937 0.58273 1.91119
H 2.43486 0.01317 3.04962
H 2.90882 -1.02014 1.71318
H 3.01198 -2.46651 3.53932
H 1.53772 -2.88445 2.73256
H 0.29077 -2.19465 4.54848
H 0.03453 -1.69902 6.76474
H 1.33211 -0.98911 7.63086
H 3.63579 -1.12116 4.96610
H 3.41799 -0.74474 6.62624
Te -2.96507 -1.93224 -2.12894
C -2.24382 -3.87096 -2.30217
C -2.02058 -4.54584 -3.47344
C -1.53153 -5.86215 -3.24275
C -1.40690 -6.14230 -1.91484
S -1.83984 -4.81429 -0.93638
H -2.22975 -4.13932 -4.45484
H -1.30678 -6.57018 -4.02900
H -1.08194 -7.06649 -1.46027
O 1.87282 5.15246 -0.74675
C 1.16012 6.00904 -1.63346
N 0.28350 5.18231 -2.41348
C -0.97185 4.87914 -1.97713
O -1.56003 5.46133 -1.09546
C -1.62381 3.68845 -2.63464
C -2.91474 3.75734 -3.13982
C -3.49581 2.61077 -3.65166
C -2.80382 1.41474 -3.57473
N -1.57613 1.33032 -3.03437
C -0.99233 2.46372 -2.61064
H 2.37425 5.69677 -0.12965
H 1.84098 6.52770 -2.30615
H 0.54940 6.72662 -1.09224
H 0.70187 4.61213 -3.13012
H -3.44828 4.70052 -3.13121
H -4.48467 2.63047 -4.08999
H -3.24338 0.49500 -3.94435
H 0.02524 2.38553 -2.23231
```



# 4
A structure of composition C17H25BrClN4O7PPtS2, computed with ωB97M-V with the def2-TZVPD basis set.

The calculation puts the HOMO-LUMO gap at 0.0688 Eh. As for the net charge: +2. The strongest force on any atom is 1.65 eV/A. The calculation puts the LUMO energy at -11.14 eV.

Geometry as XYZ:
```
59
C17H25BrClN4O7PPtS2, DFT ωB97M-V with the def2-TZVPD basis set
O -1.34412 0.20074 3.13171
P -2.26050 -0.52955 2.25026
O -3.50602 -1.12745 3.05075
O -1.52786 -1.68628 1.47295
C -3.05180 0.72505 1.07318
O -4.32998 0.96141 1.59663
N -2.30262 1.99156 1.26588
S -2.60047 2.94244 2.56019
C -3.12126 0.35443 -0.43412
Br -4.06982 1.78628 -1.41973
O -1.90996 0.07142 -1.06820
C -0.81328 0.89581 -1.09264
O -1.14421 2.22469 -1.26876
Cl 0.14479 0.84435 0.50939
C 0.11745 0.38666 -2.17938
C 0.65954 -1.03530 -1.95588
C 2.17509 -1.19782 -2.17204
C 3.03855 -0.40876 -1.18060
C 3.55788 0.94363 -1.69581
C 4.85932 1.40377 -1.00032
C 4.68198 2.57657 -0.03872
S 3.39405 2.29496 1.23225
C 4.18290 1.04533 2.10092
N 3.75550 -0.19809 2.12464
N 4.65006 -0.91121 2.89551
C 5.59970 -0.03313 3.25076
O 5.32507 1.21319 2.80998
C -3.99669 -0.92005 -0.58144
C -5.38049 -0.84741 -0.50533
C -6.10703 -2.01732 -0.68367
C -5.40972 -3.17982 -0.93384
C -4.02752 -3.16014 -0.96109
N -3.32336 -2.04242 -0.78439
H -3.50073 -2.09480 3.08350
H -2.01207 -2.51349 1.35069
H -4.77695 0.12519 1.79121
H -2.49387 2.60433 0.45840
H -2.44969 1.99831 3.52054
H -0.32805 2.72035 -1.41314
H 0.90583 1.12142 -2.34228
H -0.49882 0.37349 -3.08096
H 0.18544 -1.68020 -2.69729
H 0.38632 -1.44221 -0.98127
H 2.36991 -2.26132 -2.03209
H 2.38750 -0.91659 -3.20585
H 2.52186 -0.27872 -0.22946
H 3.93432 -1.00235 -0.95853
H 2.82739 1.74643 -1.55388
H 3.75443 0.84410 -2.76366
H 5.27451 0.54105 -0.45141
H 5.56912 1.74150 -1.75668
H 4.39018 3.47808 -0.57630
H 5.61909 2.77907 0.47971
H 6.43915 -0.19517 3.91097
H -5.92416 0.06529 -0.31309
H -7.18721 -2.00797 -0.65226
H -5.93874 -4.10661 -1.10953
H -3.48134 -4.07924 -1.13314
Pt 6.11142 -1.12749 1.28676
```